Entry 1:
{"formula": "C4H6O2", "method": "ωB97M-V with the def2-TZVPD basis set", "lumo_ev": 0.86, "charge": 0, "de_lowest_kj_mol": 400.1, "molar_mass_g_mol": 86.09, "homo_lumo_gap_ev": 9.529, "e_homo_ev": -8.67, "elements": ["C", "C", "C", "C", "H", "H", "H", "H", "H", "H", "O", "O"], "coordinates": [[-0.42927, 0.59147, 1.89296], [-0.21769, 0.11712, 0.64459], [0.08283, -1.15278, 0.00805], [0.09587, 0.51671, -1.59681], [0.00168, 1.72249, 1.89726], [-0.59242, -0.08477, 2.50084], [-0.60559, -2.01567, 0.14513], [1.16376, -1.63356, 0.09590], [-0.75486, 0.73842, -2.12828], [1.12752, 0.90552, -1.83917], [0.00274, -0.75546, -1.37531], [0.12543, 1.05051, -0.24515]], "forces_ev_per_angstrom": [[3.070, 6.949, -7.856], [0.664, 2.088, 2.290], [1.316, -2.843, -1.742], [3.678, 2.677, 3.207], [-1.855, -2.872, 0.970], [-1.465, -5.544, 6.998], [0.216, 0.815, 0.050], [-1.896, 1.410, 0.658], [-1.622, 1.866, -1.652], [-1.088, -0.472, -1.385], [-0.377, -6.029, -0.417], [-0.641, 1.955, -1.122]]}


Entry 2:
{"formula": "C4H6O2", "method": "ωB97M-V with the def2-TZVPD basis set", "lumo_ev": 0.77, "charge": 0, "de_lowest_kj_mol": 158.9, "molar_mass_g_mol": 86.09, "homo_lumo_gap_ev": 10.890, "e_homo_ev": -10.12, "elements": ["O", "C", "C", "C", "O", "C", "H", "H", "H", "H", "H", "H"], "coordinates": [[-0.59821, 1.05865, -1.35342], [0.04500, 0.90552, -0.11548], [-0.71976, -0.01105, 0.83599], [-0.84522, -1.31651, 0.61823], [1.67261, -0.39195, -1.26959], [1.42701, 0.31012, -0.31565], [-0.28690, 0.32574, -1.90703], [0.14625, 1.90105, 0.33017], [-1.21907, 0.45302, 1.68319], [-1.45462, -1.94489, 1.26093], [-0.35698, -1.80231, -0.22515], [2.18988, 0.51262, 0.45782]], "forces_ev_per_angstrom": [[-0.045, -0.122, -0.142], [0.117, 0.077, 0.147], [-0.099, -0.212, 0.040], [0.050, 0.158, 0.038], [-0.060, 0.357, 0.311], [0.062, -0.301, -0.309], [-0.037, 0.103, -0.032], [-0.013, -0.126, -0.030], [0.071, -0.041, -0.107], [0.096, 0.112, -0.063], [-0.064, 0.066, 0.127], [-0.079, -0.073, 0.021]]}